63
Properties=species:S:1:pos:R:3:forces:R:3:lowdin_charge:R:1 method="wB97M-V/def2-TZVPD" homo_lumo_gap_ev=7.58 spin_multiplicity=1
S -1.376 2.412 -1.025 -2.095 3.089 0.943 0.7753
F 2.089 1.102 -0.183 -0.080 -1.039 1.194 0.1012
O -1.357 1.897 -2.359 0.292 -0.395 -0.113 -0.2834
O 0.656 -2.425 -3.137 -2.196 -2.136 -9.089 0.1782
O -5.097 1.641 0.891 -0.400 -0.582 -0.109 -0.1594
O -0.597 3.590 -0.659 -0.900 -1.446 -0.186 -0.3044
O 2.412 -3.342 1.599 3.909 3.422 3.109 -0.1816
N -0.783 -2.538 -0.476 -2.026 -0.878 0.944 -0.0353
N -3.168 2.960 -0.888 7.328 2.344 1.980 -0.2211
N 1.301 -1.058 -1.534 0.061 2.005 -4.534 0.1537
N 0.095 -2.223 2.380 -10.962 -4.878 -14.236 -0.0496
C 1.537 0.136 -2.279 -1.026 -3.760 -1.951 -0.0722
C -0.720 -1.291 0.199 -3.933 0.747 -1.220 -0.1728
C -4.103 2.353 1.468 5.901 2.204 0.900 -0.1887
C 3.849 -2.962 1.003 1.817 1.423 16.881 -0.1114
C -4.049 2.106 -1.369 -4.623 -4.043 1.547 -0.2260
C -4.660 0.955 -0.271 -0.132 0.338 -2.346 -0.1136
C 4.044 -1.574 1.277 3.537 6.415 3.644 -0.1486
C -0.349 -1.168 1.639 2.181 1.754 1.244 -0.1306
C -3.441 3.583 0.368 -1.702 -2.972 2.312 -0.1058
C 0.547 -3.109 -0.807 -6.230 -2.337 -6.997 -0.0569
C -1.370 -0.234 -0.501 4.586 1.064 7.776 0.0474
C 1.344 0.238 -3.817 4.545 12.555 10.232 0.0722
C 1.888 2.749 -3.361 0.987 -18.301 5.991 -0.0114
C 1.865 2.400 -2.048 2.426 4.744 3.416 -0.0336
C -0.620 1.128 1.244 6.763 5.106 14.982 -0.1577
C 1.509 1.571 -4.174 -0.691 -0.836 -4.813 -0.0433
C -1.043 1.091 0.110 -5.221 -2.762 -10.276 -0.3742
C 1.845 1.133 -1.484 0.502 3.894 -1.568 -0.3206
C 3.037 -0.975 2.384 0.371 -5.862 -0.864 -0.1129
C 0.776 -2.163 -2.052 3.653 -1.147 9.498 -0.5668
C 2.539 -2.367 2.876 -3.924 -2.768 0.218 -0.1502
C 0.867 -2.322 3.302 9.603 -5.455 8.840 -0.2973
C -0.133 0.129 2.223 -5.756 -2.801 -12.145 0.0457
H 3.095 -2.865 3.824 -0.760 1.016 -2.619 0.1725
H -3.093 1.749 1.823 -2.534 0.641 -1.164 0.1347
H -4.296 4.215 0.331 -0.615 0.890 -0.629 0.0954
H 3.618 -3.237 0.237 -3.054 -5.085 -16.286 -0.0322
H -3.784 0.230 -0.088 -1.613 0.658 0.173 0.1069
H -0.321 2.280 1.881 -1.164 -3.001 -2.618 0.2177
H -1.590 -2.667 -1.240 2.811 0.691 2.333 0.2030
H 1.073 -0.562 -4.103 -3.595 -9.889 -5.393 -0.0315
H -0.309 -3.366 1.726 1.764 4.454 2.482 0.3168
H 2.244 -0.450 1.971 -1.260 0.992 -0.915 0.0497
H 2.070 3.270 -1.178 -0.751 -2.243 -2.523 0.1875
H 1.680 3.474 -3.751 -3.068 15.000 -7.031 -0.0396
H -1.518 -0.025 -1.442 -1.151 -0.820 -5.389 0.0429
H -2.577 4.131 0.709 0.171 -0.088 0.425 0.0958
H 0.612 -3.324 3.969 0.961 2.683 -1.129 0.1834
H 1.581 -1.145 -0.640 1.099 0.431 3.468 0.0827
H 1.160 -3.092 -0.019 2.489 -0.142 2.857 0.0215
H 5.199 -1.153 1.894 -3.087 -1.962 -2.399 0.2097
H -4.902 2.735 -1.508 -1.191 0.001 -1.074 0.1223
H 0.904 -1.464 3.830 -0.260 2.733 2.815 0.0738
H 4.602 -3.590 1.556 -0.842 0.340 -0.860 0.1496
H 0.171 0.458 3.045 2.604 1.978 6.966 0.0216
H -4.333 2.856 2.434 -0.786 -0.283 -0.922 0.1088
H -5.677 0.472 -0.683 2.701 0.780 0.659 0.1575
H -3.638 1.629 -2.206 -0.091 -0.737 -1.554 0.0940
H 0.177 -4.186 -1.273 1.886 2.317 1.452 0.1825
H 3.344 -0.573 3.291 1.485 1.431 1.062 0.0891
H 1.229 1.650 -5.409 1.048 0.534 3.528 0.1657
H 3.944 -0.869 0.477 0.238 -0.024 -0.917 0.0735


56
Properties=species:S:1:pos:R:3:forces:R:3:lowdin_charge:R:1 method="wB97M-V/def2-TZVPD" homo_lumo_gap_ev=7.82 total_charge=+1 smiles="COc1ccc([C@H](CC2=[N+](C)CCCN2C)c2ccc3c(c2)CCO3)cc1" spin_multiplicity=1
O -1.925 -3.186 -3.923 -1.342 1.572 0.140 -0.0167
O 5.556 -2.204 1.997 -0.237 -0.578 -0.020 -0.1011
N -1.612 1.757 1.977 0.825 -0.068 -0.456 -0.0849
N -1.798 2.771 -0.012 0.200 -0.399 0.626 -0.0961
C 2.163 -0.501 0.376 -0.513 0.648 0.502 -0.2078
C -3.043 3.462 0.394 -0.202 0.297 -0.168 -0.1189
C 4.439 -0.265 1.219 -1.236 -1.069 0.328 0.0234
C -1.182 -2.572 -2.962 -0.141 0.730 -0.251 -0.2376
C 1.048 0.157 -0.524 1.358 -1.338 -0.608 -0.1718
C 0.776 -2.247 -1.665 0.613 0.395 0.277 -0.0242
C -1.400 3.042 -1.352 0.150 0.132 -0.723 -0.0149
C 2.107 -1.785 0.967 -0.667 0.437 -0.215 -0.0508
C 0.266 -0.991 -1.207 0.327 0.709 0.166 -0.1774
C -1.087 1.927 0.751 -0.841 0.390 -0.129 -0.0973
C -3.038 -2.200 -4.266 0.098 -1.041 -0.436 -0.0822
C -1.662 -1.299 -2.572 0.471 -0.799 0.017 -0.1489
C -1.005 0.872 2.926 0.420 -0.656 0.554 -0.0187
C -3.066 3.746 1.870 -0.263 0.421 -0.116 -0.1508
C -2.743 2.476 2.578 -0.272 0.101 0.681 -0.1399
C 0.031 -3.083 -2.498 -0.269 0.534 -0.029 0.0232
C 3.250 0.289 0.725 1.111 -0.174 -0.139 -0.0444
C 3.160 -2.313 1.693 0.488 0.491 -0.428 -0.0099
C -2.869 -0.949 -3.380 -0.545 0.095 -0.526 -0.1104
C -0.976 -0.562 -1.616 -0.652 -0.759 -1.106 -0.0027
C 4.381 -1.599 1.651 0.321 -0.804 0.039 -0.2767
C 0.353 1.262 0.382 -0.163 0.449 2.710 -0.0101
C 5.583 -3.672 1.992 -0.310 0.806 0.370 -0.0453
H 0.588 0.746 1.318 -0.606 0.351 -0.165 0.0610
H 1.207 -2.388 0.872 0.078 0.140 -0.047 0.1148
H 1.574 0.740 -1.332 -0.421 -0.736 0.646 0.1546
H 6.650 -3.910 2.166 -0.784 -0.037 -0.027 0.0984
H 1.109 2.086 0.513 -0.978 -0.277 -0.709 0.1400
H -2.751 -0.078 -4.072 0.145 -0.447 0.865 0.1284
H -0.342 3.285 -1.340 0.074 -0.052 -0.573 0.1097
H 1.809 -2.595 -1.445 -0.932 0.568 0.079 0.1267
H -3.054 4.418 -0.136 0.013 -0.252 -0.055 0.1271
H -1.995 3.889 -1.696 0.406 -0.096 -0.220 0.1006
H 3.067 -3.283 2.198 0.094 0.552 -0.464 0.1144
H 4.916 -4.062 2.815 0.923 0.208 -0.845 0.0961
H -1.343 0.401 -1.282 -0.086 -0.173 -0.131 0.0796
H -2.944 -1.959 -5.341 0.223 -0.211 0.556 0.1224
H -1.347 -0.152 2.711 0.493 0.165 0.392 0.1250
H -2.450 2.708 3.613 -0.084 -0.114 -0.345 0.1313
H 0.414 -4.043 -2.866 -0.167 0.518 0.252 0.1310
H -3.628 1.826 2.655 0.337 -0.042 -0.238 0.1503
H 5.383 0.242 1.237 0.128 0.351 0.199 0.1183
H -3.745 -0.761 -2.735 0.210 -0.107 -0.343 0.1204
H -4.052 4.116 2.179 0.219 -0.176 -0.141 0.1382
H -2.360 4.544 2.116 0.120 -0.183 -0.052 0.1321
H 3.215 1.360 0.591 0.172 0.149 -0.616 0.1084
H -3.948 2.912 0.075 0.520 -0.086 0.074 0.1506
H 0.079 1.001 2.866 -0.331 -0.504 0.535 0.0981
H 5.245 -4.049 1.000 0.206 0.213 0.700 0.1035
H -4.021 -2.700 -4.153 0.750 0.036 0.204 0.1246
H -1.647 2.175 -1.961 0.334 0.180 -0.457 0.0883
H -1.339 1.196 3.915 0.217 -0.460 -0.135 0.0986


57
Properties=species:S:1:pos:R:3:forces:R:3:lowdin_charge:R:1 method="wB97M-V/def2-TZVPD" homo_lumo_gap_ev=5.19 total_charge=+1 smiles="C#CCc1c(CCCCOC(C)=O)c[nH+]nc1C[C@@H](C)OCc1ccccc1" spin_multiplicity=1
O -8.000 -1.845 0.560 7.120 2.615 -4.681 -0.0163
O 4.257 0.024 -1.341 -2.320 1.458 -0.789 -0.2065
O -5.558 -1.546 0.234 -2.983 1.698 -0.564 -0.1315
N 1.326 2.663 -1.959 -0.983 -0.932 4.188 0.0840
N 0.022 2.785 -2.317 -1.938 -1.192 5.255 0.0005
C 3.250 2.171 -0.221 -0.540 -0.460 -0.345 -0.0771
C 4.100 1.490 -1.443 2.046 0.975 -0.090 -0.3432
C -3.348 1.130 0.604 0.061 0.210 0.304 -0.1945
C 3.917 -2.281 0.400 -2.137 -2.680 -0.243 -0.0270
C 3.090 -0.696 -1.874 0.017 -2.409 0.056 -0.1682
C 3.829 -3.627 1.381 -2.312 0.379 -3.527 -0.1006
C 5.649 2.108 -1.321 -0.065 -0.977 -0.040 -0.0637
C -1.051 2.582 -1.301 -0.380 -0.073 0.755 0.0718
C 1.904 -4.709 -0.361 2.373 2.351 1.428 -0.0609
C -7.409 -0.811 -1.698 1.342 -0.270 0.206 -0.0215
C 1.973 -3.348 -1.324 2.145 -0.490 3.276 -0.0320
C 1.443 0.122 2.371 3.201 -7.602 4.236 -0.0754
C 2.819 -4.865 1.004 0.667 4.167 -2.452 -0.0743
C 1.844 -1.156 2.856 -2.030 9.436 -2.961 0.0941
C 1.126 1.759 2.284 -0.421 -1.271 -0.519 -0.1516
C -6.981 -1.437 -0.223 -5.380 -1.982 3.466 -0.2730
C -0.946 2.256 0.294 4.847 0.465 -1.598 -0.0094
C -3.710 -0.228 1.486 -0.496 0.047 -1.398 -0.1423
C -5.331 -0.514 1.282 0.103 0.205 1.162 -0.1775
C 2.977 -2.101 -0.972 -0.165 -3.254 2.921 -0.0939
C 0.661 2.100 0.751 -3.093 1.084 -4.455 0.0107
C -2.198 2.085 1.352 0.215 -1.045 -0.912 -0.1381
C 1.615 2.326 -0.553 0.235 -0.070 0.630 -0.0641
H -3.103 -1.122 1.008 -1.338 1.743 1.074 0.1326
H -2.166 2.673 -1.722 2.852 -0.134 0.834 0.1472
H -2.628 3.119 1.693 0.922 -1.911 -0.937 0.1342
H 5.648 3.273 -1.156 -0.036 -2.399 -0.458 0.0897
H -4.288 1.846 0.464 1.929 -1.870 0.158 0.1207
H -1.873 1.498 2.338 -0.210 1.403 -2.369 0.1174
H 1.261 -3.333 -2.255 1.634 0.053 1.992 0.0831
H -6.762 0.152 -1.859 -1.306 -1.757 0.228 0.0807
H 3.714 3.221 0.024 -1.158 -1.913 -0.655 0.1296
H 2.413 -2.120 3.271 -1.796 2.516 -1.484 0.0729
H -8.561 -0.575 -1.756 2.526 -0.638 0.496 0.1066
H 4.511 -3.663 2.357 -1.613 0.049 -2.437 0.0913
H 2.087 -0.094 -1.864 1.928 -1.011 0.295 0.1147
H -5.763 -0.897 2.305 0.629 0.735 -2.103 0.1418
H -0.220 3.013 -3.325 0.542 -0.390 1.742 0.1917
H -7.112 -1.574 -2.553 -0.596 1.518 1.897 0.1026
H 3.266 -1.082 -2.990 -0.183 1.118 2.293 0.1461
H 4.670 -1.443 0.777 -1.913 -1.925 -1.216 0.0935
H 3.742 1.768 -2.522 0.230 -0.415 2.189 0.1466
H 1.192 -5.628 -0.619 1.675 2.431 0.417 0.0897
H 3.440 1.496 0.739 -0.776 1.319 -2.076 0.1337
H 6.244 1.572 -0.437 -1.481 1.224 -1.821 0.1065
H 0.200 2.013 2.984 2.120 -0.617 -1.547 0.1194
H 6.204 1.813 -2.310 -1.005 0.763 1.920 0.0928
H 2.814 -5.793 1.724 -0.209 1.954 -1.822 0.0862
H -2.961 0.722 -0.446 -0.885 1.211 2.227 0.1169
H -3.396 -0.158 2.611 -0.877 0.071 -2.135 0.1177
H 2.065 2.407 2.625 -2.037 -1.638 -0.933 0.1439
H -5.906 0.463 0.942 1.306 -1.876 0.922 0.1320


58
Properties=species:S:1:pos:R:3:forces:R:3:lowdin_charge:R:1 method="wB97M-V/def2-TZVPD" homo_lumo_gap_ev=8.20 smiles="CCOc1ccc(NC(=O)c2ccc(NCC(=O)N3CCCCCC3)cc2)cc1" spin_multiplicity=1
O -8.539 0.665 0.764 0.138 -0.183 0.136 -0.0569
O -2.837 -2.407 1.230 -0.072 -0.101 0.038 0.0690
O 3.599 1.690 -1.398 -0.131 0.161 -0.275 0.0396
N 3.038 -1.720 -1.063 0.285 -0.346 -0.282 -0.0064
N -3.180 -0.554 -0.061 0.365 0.206 -0.232 0.1285
N 4.515 0.529 0.296 -0.123 0.098 0.236 -0.0619
C 6.593 -0.817 0.546 0.013 0.129 -0.140 -0.1576
C 1.699 -1.628 -0.745 -0.293 0.052 0.187 -0.2510
C -0.996 -1.527 0.031 0.322 0.011 0.003 -0.1485
C 3.761 -0.664 -1.739 -0.240 0.149 -0.111 -0.0879
C -6.435 1.108 -0.416 -0.312 0.092 0.060 -0.0277
C 3.946 0.623 -0.920 -0.012 -0.255 -0.160 -0.4801
C -2.415 -1.552 0.475 -0.054 0.164 -0.110 -0.4216
C 1.014 -2.792 -0.379 0.003 0.041 -0.024 -0.0163
C 1.015 -0.412 -0.704 0.258 0.004 -0.154 -0.0012
C -6.646 -0.621 1.229 -0.225 0.284 -0.192 0.0069
C 7.285 1.642 0.777 -0.106 -0.048 -0.007 -0.1880
C 7.183 0.417 -0.139 0.147 -0.096 0.133 -0.1984
C -7.225 0.415 0.493 0.156 -0.163 0.098 -0.2741
C -0.303 -2.738 0.013 -0.105 0.111 -0.035 -0.0155
C -9.623 1.075 -1.391 0.191 0.022 0.374 -0.0654
C -5.104 0.766 -0.578 0.174 -0.221 0.130 -0.0245
C 4.739 1.760 1.039 -0.034 0.411 0.168 -0.1332
C -9.249 1.608 -0.010 -0.234 0.174 -0.320 -0.2542
C 5.082 -0.672 0.859 0.213 -0.383 0.059 -0.1438
C -0.311 -0.368 -0.325 -0.229 -0.295 0.084 -0.0246
C -5.322 -0.962 1.067 0.090 -0.083 0.045 -0.0012
C -4.531 -0.268 0.153 -0.423 0.104 0.076 -0.2253
C 6.100 1.813 1.727 -0.010 -0.006 -0.233 -0.1815
H -6.833 1.921 -1.004 -0.074 0.047 -0.039 0.1040
H 3.258 -0.353 -2.666 0.144 0.028 0.173 0.1346
H -7.266 -1.151 1.935 -0.067 -0.073 0.088 0.1194
H 4.531 -1.533 0.484 0.084 0.167 0.176 0.1010
H 6.581 0.665 -1.014 0.086 -0.016 -0.062 0.1050
H 3.332 -2.654 -1.308 -0.022 0.151 0.026 0.1346
H -2.729 0.047 -0.736 -0.022 -0.213 0.122 0.1260
H 1.533 -3.741 -0.402 0.047 -0.101 0.017 0.1099
H -8.733 0.843 -1.971 0.029 -0.010 -0.100 0.0660
H 7.381 2.532 0.153 0.074 0.065 0.031 0.1123
H -4.891 -1.766 1.639 -0.001 -0.019 0.015 0.1006
H 1.517 0.504 -0.968 0.054 0.142 -0.049 0.0987
H -4.504 1.317 -1.290 0.054 0.049 -0.069 0.1110
H -0.828 -3.634 0.306 -0.036 -0.074 0.041 0.1190
H 8.184 0.170 -0.500 -0.032 0.009 -0.081 0.1097
H 3.950 1.867 1.794 0.023 0.070 -0.076 0.1321
H 4.917 -0.634 1.939 -0.025 -0.051 -0.073 0.1239
H 6.181 2.785 2.218 -0.052 -0.052 0.088 0.1150
H -0.795 0.598 -0.278 -0.036 0.078 0.009 0.1135
H -10.210 0.166 -1.287 -0.067 -0.067 -0.020 0.0789
H 8.191 1.566 1.383 0.043 0.043 -0.040 0.1091
H 6.744 -1.676 -0.112 0.026 -0.070 0.055 0.1018
H 7.143 -1.015 1.467 0.043 -0.098 0.042 0.1105
H 6.151 1.057 2.511 0.013 0.010 0.100 0.1015
H -10.210 1.817 -1.925 -0.063 0.072 -0.090 0.0755
H -8.686 2.547 -0.094 -0.054 -0.070 0.074 0.1141
H -10.156 1.804 0.568 0.153 0.060 -0.080 0.1220
H 4.752 -1.044 -1.998 -0.048 -0.022 0.000 0.1303
H 4.641 2.582 0.325 -0.025 -0.085 0.165 0.1229